## A
This record from the OMol25 dataset describes the molecule C2H6O2. The level of theory is the ωB97M-V functional and the def2-TZVPD basis.

Output
Gap between HOMO and LUMO: 11.21 eV
HOMO level: -10.336 eV
Structure (SMILES): OCCO

Positions of all 10 atoms, in Å:
C: 0.224 0.896 0.120
C: -0.355 -0.626 0.129
H: -0.405 1.649 0.799
H: 1.011 0.732 0.465
H: -0.669 -1.025 -0.964
H: -1.255 -0.619 0.774
H: 0.201 -2.199 0.852
H: 0.618 1.075 -1.662
O: 0.656 -1.374 0.741
O: -0.025 1.492 -1.255

## B
This record from the OMol25 dataset describes a cluster of 2 separate species, C2H6O2 in total. The level of theory is the ωB97M-V functional and the def2-TZVPD basis.

Output
Gap between HOMO and LUMO: 9.94 eV
HOMO level: -9.323 eV
Structure (SMILES): C=CO.O

Positions of all 10 atoms, in Å:
C: -0.178 -1.113 -0.617
C: -1.172 -0.454 -0.050
O: -1.395 0.884 -0.238
H: -0.048 -2.159 -0.379
H: 0.550 -0.634 -1.255
H: -1.836 -0.944 0.659
H: -1.813 1.223 0.560
H: 1.380 1.591 0.485
H: 2.327 0.419 0.704
O: 2.183 1.187 0.131

Most stable: B (next structure +0.0828 hartree)

## A
This record from the OMol25 dataset describes the ion C4H9N4 with charge +1. The level of theory is the ωB97M-V functional and the def2-TZVPD basis.

Output
Gap between HOMO and LUMO: 10.74 eV
HOMO level: -14.498 eV
Charge: +1
Structure (SMILES): C1C[C@H]2[NH2+][C@@H]1n1[nH]n12

Positions of all 17 atoms, in Å:
C: -0.893 0.726 -1.005
C: -1.049 -0.855 -0.628
C: 0.093 1.130 0.032
C: 0.229 -1.043 0.232
N: 2.324 0.084 0.158
N: 1.374 0.768 -0.580
N: 1.353 -0.645 -0.516
N: -0.199 0.120 1.228
H: -0.450 0.594 -2.009
H: -1.899 1.331 -1.118
H: -1.911 -1.027 -0.002
H: -1.140 -1.526 -1.528
H: 0.259 2.229 0.350
H: 0.458 -2.052 0.650
H: 2.316 0.006 1.183
H: 0.319 0.043 2.119
H: -1.184 0.117 1.434

## B
This record from the OMol25 dataset describes the ion C4H9N4 with charge +1. The level of theory is the ωB97M-V functional and the def2-TZVPD basis.

Output
Gap between HOMO and LUMO: 9.18 eV
HOMO level: -12.148 eV
Charge: +1
Structure (SMILES): Cc1cn(N)c(=[NH2+])[nH]1

Positions of all 17 atoms, in Å:
C: 0.327 -1.161 -0.330
C: 1.185 -0.150 0.004
C: -0.850 0.873 -0.030
C: 2.657 -0.020 0.009
N: -0.936 -0.774 -0.092
N: 0.416 1.037 0.138
N: -1.953 1.615 -0.046
N: -2.121 -1.397 -0.019
H: 0.765 -2.170 -0.225
H: 3.193 0.449 -0.872
H: 3.080 0.492 0.922
H: 3.171 -1.092 0.106
H: 0.807 1.868 0.525
H: -2.701 1.250 -0.591
H: -1.931 2.656 0.158
H: -2.598 -1.323 0.871
H: -2.513 -2.153 -0.528

Most stable: B (next structure +0.1224 hartree)

## A
This record from the OMol25 dataset describes the molecule C7H12S. The level of theory is the ωB97M-V functional and the def2-TZVPD basis.

Output
Gap between HOMO and LUMO (alpha / beta): 7.53 / 7.81 eV
HOMO level (alpha / beta): -6.826 / -7.050 eV
Structure (SMILES): CC1=C(C)C(C)(C)S1

Positions of all 20 atoms, in Å:
C: -0.313 -0.558 -0.364
C: -0.921 0.981 -0.825
C: 0.258 -0.079 0.963
C: 0.233 -1.631 -1.231
C: -1.640 1.696 -1.912
C: 1.858 -0.099 0.810
C: -0.204 -0.431 2.345
S: -0.366 1.725 0.648
H: 1.300 -1.504 -1.382
H: -0.193 -1.484 -2.216
H: 0.200 -2.598 -0.729
H: -1.442 1.494 -3.000
H: -1.393 2.744 -1.735
H: -2.743 1.628 -1.841
H: 2.195 0.212 1.765
H: 2.139 0.598 0.049
H: 2.254 -1.028 0.632
H: -0.099 -1.457 2.521
H: -1.214 -0.387 2.376
H: 0.090 0.178 3.127

## B
This record from the OMol25 dataset describes the molecule C7H12S. The level of theory is the ωB97M-V functional and the def2-TZVPD basis.

Output
Gap between HOMO and LUMO: 9.35 eV
HOMO level: -8.467 eV
Structure (SMILES): C=C(CC)C(=C)SC

Positions of all 20 atoms, in Å:
C: -2.011 -1.235 -0.990
C: -1.554 -0.924 0.416
C: -0.911 0.399 0.520
C: -1.340 1.233 1.446
C: 0.224 0.716 -0.440
C: 0.146 1.725 -1.278
C: 2.060 -0.583 1.193
H: -2.854 -0.611 -1.274
H: -1.226 -1.117 -1.757
H: -2.313 -2.282 -1.008
H: -2.411 -1.007 1.102
H: -0.856 -1.740 0.771
H: -0.971 2.239 1.584
H: -2.173 0.884 2.110
H: -0.580 2.501 -1.093
H: 0.968 1.953 -1.968
H: 2.668 0.277 1.470
H: 1.140 -0.605 1.786
H: 2.623 -1.475 1.416
S: 1.644 -0.438 -0.521

## C
This record from the OMol25 dataset describes a cluster of 2 separate species, C7H12S in total. The level of theory is the ωB97M-V functional and the def2-TZVPD basis.

Output
Gap between HOMO and LUMO (alpha / beta): 9.25 / 6.91 eV
HOMO level (alpha / beta): -8.582 / -6.703 eV

Positions of all 20 atoms, in Å:
C: -3.426 0.671 0.117
C: -2.424 1.476 0.193
C: 2.265 -0.242 0.712
C: 1.950 0.560 -0.554
C: 0.885 -0.645 1.250
C: 0.760 -0.178 -1.169
C: 0.033 -0.701 0.026
S: -1.238 -1.859 -0.109
H: -4.478 0.950 0.042
H: -3.267 -0.407 0.150
H: -2.238 2.524 0.174
H: 2.832 -1.135 0.447
H: 2.840 0.333 1.435
H: 1.655 1.574 -0.285
H: 2.800 0.609 -1.233
H: 0.902 -1.598 1.786
H: 0.510 0.111 1.948
H: 0.138 0.465 -1.793
H: 1.114 -1.005 -1.801
H: -1.612 -1.501 -1.338

Most stable: B (next structure +0.0987 hartree)

## A
This record from the OMol25 dataset describes a cluster of 2 separate species, CH2N2O3 in total. The level of theory is the ωB97M-V functional and the def2-TZVPD basis.

Output
Gap between HOMO and LUMO (alpha / beta): 8.93 / 9.70 eV
HOMO level (alpha / beta): -9.696 / -9.722 eV

Positions of all 8 atoms, in Å:
C: 1.228 0.100 0.060
N: 0.346 0.528 1.072
N: -1.579 -0.427 -0.086
O: -2.232 -1.263 0.408
O: -1.538 0.251 -1.042
O: 0.579 1.332 0.016
H: 2.297 0.110 0.246
H: 0.899 -0.632 -0.675

## B
This record from the OMol25 dataset describes the molecule CH2N2O3. The level of theory is the ωB97M-V functional and the def2-TZVPD basis.

Output
Gap between HOMO and LUMO: 11.07 eV
HOMO level: -11.384 eV
Structure (SMILES): [H]/N=[N+](\[O-])OC=O

Positions of all 8 atoms, in Å:
C: -0.777 1.525 -0.149
N: 0.519 -1.776 0.881
N: 0.368 -0.829 0.043
O: -1.447 2.419 0.292
O: -0.592 0.303 0.486
O: 0.788 -0.670 -1.065
H: -0.099 1.420 -1.082
H: 1.241 -2.392 0.594

## C
This record from the OMol25 dataset describes a cluster of 2 separate species, CH2N2O3 in total. The level of theory is the ωB97M-V functional and the def2-TZVPD basis.

Output
Gap between HOMO and LUMO (alpha / beta): 8.73 / 8.73 eV
HOMO level (alpha / beta): -9.833 / -9.834 eV
Structure (SMILES): O=NN=O.C=O

Positions of all 8 atoms, in Å:
C: -1.219 0.279 0.202
N: 0.925 -0.934 -0.083
N: 1.574 -0.039 -0.279
O: -0.120 -1.291 0.342
O: -0.477 1.232 0.875
O: 1.997 0.970 -0.842
H: -1.277 0.193 -1.032
H: -1.403 -0.410 0.816

## D
This record from the OMol25 dataset describes a cluster of 3 separate species, CH2N2O3 in total. The level of theory is the ωB97M-V functional and the def2-TZVPD basis.

Output
Gap between HOMO and LUMO: 11.09 eV
HOMO level: -11.543 eV

Positions of all 8 atoms, in Å:
C: -1.414 2.126 0.646
N: -2.137 1.325 -0.034
N: -2.396 -0.035 0.174
O: -3.313 -0.502 -0.367
O: -1.611 -0.549 0.948
O: -0.788 2.943 1.202
H: 5.572 -2.695 -0.925
H: 6.087 -2.613 -1.643

Most stable: B (next structure +0.0219 hartree)

## A
This record from the OMol25 dataset describes the ion C5H12N with charge +1. The level of theory is the ωB97M-V functional and the def2-TZVPD basis.

Output
Gap between HOMO and LUMO: 10.87 eV
HOMO level: -14.348 eV
Charge: +1
Structure (SMILES): C=C[C@@H](C)[NH2+]C

Positions of all 18 atoms, in Å:
C: -2.618 -0.111 -0.134
C: -1.484 -0.201 0.441
C: 0.051 1.852 -0.073
C: 1.406 -1.688 0.023
C: 0.051 0.421 -0.348
N: 1.258 -0.232 0.210
H: -3.487 -0.550 0.303
H: -2.662 0.308 -1.070
H: -1.530 -0.650 1.463
H: -0.738 2.187 -0.552
H: 0.139 2.143 0.950
H: 0.836 2.548 -0.628
H: 0.685 -2.232 0.665
H: 1.292 -1.934 -1.092
H: 2.341 -2.057 0.501
H: -0.078 0.158 -1.412
H: 1.366 0.146 1.246
H: 2.144 0.179 -0.274

## B
This record from the OMol25 dataset describes a cluster of 2 separate species, C5H12N in total. The level of theory is the ωB97M-V functional and the def2-TZVPD basis.

Output
Gap between HOMO and LUMO (alpha / beta): 8.00 / 8.75 eV
HOMO level (alpha / beta): -12.750 / -12.642 eV
Charge: +1

Positions of all 18 atoms, in Å:
C: 2.229 -0.233 0.028
C: 1.063 -0.238 0.643
C: -1.408 -1.865 0.079
C: -1.040 1.320 0.867
C: -0.100 0.428 0.133
N: 0.073 0.858 -1.273
H: 2.987 -0.835 0.449
H: 2.421 0.089 -1.081
H: 1.036 -0.806 1.573
H: -1.598 -1.991 1.088
H: -0.549 -2.524 -0.308
H: -2.136 -1.685 -0.698
H: -0.600 2.250 0.918
H: -1.000 0.953 1.928
H: -2.061 1.469 0.457
H: 0.126 0.112 -2.067
H: 1.095 1.122 -1.142
H: -0.538 1.577 -1.595

Most stable: A (next structure +0.0734 hartree)

## A
This record from the OMol25 dataset describes the ion C5H12N with charge +1. The level of theory is the ωB97M-V functional and the def2-TZVPD basis.

Output
Gap between HOMO and LUMO: 10.78 eV
HOMO level: -14.566 eV
Charge: +1
Structure (SMILES): CCC/C=C/[NH3+]

Positions of all 18 atoms, in Å:
C: 0.326 0.411 2.366
C: 0.914 1.086 1.130
C: -0.063 1.282 -0.049
C: -0.565 -0.021 -0.562
C: -0.113 -0.601 -1.661
N: -0.649 -1.913 -2.114
H: -0.178 -0.550 2.261
H: 1.153 0.265 3.063
H: -0.391 1.066 2.849
H: 1.292 2.064 1.421
H: 1.794 0.533 0.779
H: -0.861 1.909 0.354
H: 0.401 1.847 -0.849
H: -1.250 -0.527 0.107
H: 0.549 -0.129 -2.368
H: -0.682 -1.928 -3.141
H: -0.081 -2.713 -1.819
H: -1.596 -2.080 -1.766

## B
This record from the OMol25 dataset describes a cluster of 2 separate species, C5H12N in total. The level of theory is the ωB97M-V functional and the def2-TZVPD basis.

Output
Gap between HOMO and LUMO: 11.45 eV
HOMO level: -14.313 eV
Charge: +1

Positions of all 18 atoms, in Å:
C: -0.926 -0.326 1.242
C: -0.121 -0.216 0.068
C: 2.816 -0.442 -0.063
C: -2.494 0.125 -0.848
C: 1.834 0.601 0.027
N: -1.432 0.553 0.128
H: -1.679 -1.101 1.342
H: -0.932 0.247 2.150
H: -0.133 -1.122 -0.597
H: 2.795 -1.126 0.907
H: 3.832 0.011 -0.185
H: 2.754 -1.077 -1.082
H: -3.496 0.720 -0.801
H: -2.127 0.224 -1.924
H: -2.884 -0.862 -0.761
H: 1.755 1.252 -0.831
H: 1.823 1.002 1.060
H: -1.384 1.537 0.170

Most stable: A (next structure +0.1187 hartree)